(1)
ORCA calculation (ωB97M-V/def2-TZVPD) on C41H38ClI2O7Ti as an isolated structure in a non-equilibrium geometry.

Element x y z (Å)
Ti -0.0712 1.3363 -1.2507
I 0.7463 1.4700 -4.0008
C 0.4504 3.6164 -3.7221
I 0.9296 4.3521 -1.8002
H -0.6374 3.6571 -3.7924
H 1.0015 4.1835 -4.4709
C 3.8164 -3.1278 1.4294
C 2.3704 -2.7369 1.4719
C 1.4761 -3.5523 2.3578
O 2.3191 -1.3348 1.7949
C 1.5324 -0.6169 0.8327
C 1.6466 -1.5566 -0.3569
O 1.8830 -2.8283 0.1253
C 0.3814 -1.6989 -1.2755
O -0.1339 -0.3422 -1.5068
C -0.6624 -2.4232 -0.5338
C -0.6034 -3.8146 -0.4393
C -1.5296 -4.5527 0.2070
C -2.5666 -3.9162 0.8755
C -2.5643 -2.5490 0.8800
C -1.7109 -1.8083 0.0824
C 0.6582 -2.1484 -2.7667
C 1.8730 -2.7462 -3.1827
C 1.9428 -3.2729 -4.4499
C 0.8536 -3.2834 -5.3263
C -0.2867 -2.6259 -4.9276
C -0.3728 -2.0724 -3.6552
C 2.1877 0.8480 0.6859
O 1.2663 1.5296 -0.1838
C 2.0877 1.6062 1.9927
C 2.4673 2.9322 2.0171
C 2.2674 3.7174 3.1943
C 1.8720 3.0634 4.3561
C 1.3924 1.7559 4.3171
C 1.5605 1.0174 3.1250
C 3.5457 0.8774 0.0129
C 3.7072 1.5397 -1.1528
C 4.9047 1.6364 -1.7663
C 6.0239 1.0543 -1.1455
C 5.9087 0.4054 0.0726
C 4.6807 0.3080 0.6544
H 4.2763 -2.9652 2.3836
H 4.3276 -2.5748 0.6418
H 3.8874 -4.1988 1.2288
H 1.9214 -3.5224 3.3608
H 1.3356 -4.5838 1.9958
H 0.4210 -3.1251 2.4107
H 0.4800 -0.4721 1.0739
H 2.4769 -1.2701 -0.9670
H 0.1647 -4.3038 -1.0374
H -1.4648 -5.6163 0.1757
H -3.3609 -4.3705 1.4134
H -3.3845 -2.0144 1.3316
H -1.9392 -0.7750 0.0666
H 2.6496 -2.8444 -2.4266
H 2.8253 -3.8056 -4.7119
H 1.0172 -3.7624 -6.2588
H -1.2021 -2.6664 -5.5165
H -1.2874 -1.5764 -3.3049
H 2.8244 3.4456 1.1006
H 2.4097 4.7697 3.1964
H 1.8967 3.4980 5.3444
H 1.0652 1.2871 5.2339
H 1.1346 -0.0028 3.0585
H 2.8455 1.9739 -1.5771
H 5.0813 2.1144 -2.7189
H 7.0111 1.1879 -1.6087
H 6.6971 -0.0869 0.5905
H 4.5865 -0.2291 1.5922
C -7.1512 1.3735 0.1663
C -6.2525 2.1222 1.0447
C -6.7425 3.0675 1.9036
C -5.8167 3.8170 2.6737
Cl -6.4188 5.0828 3.7023
C -4.4682 3.5944 2.6656
C -3.9732 2.5965 1.8794
C -4.8320 1.8966 1.0736
O -4.2732 0.9597 0.1623
C -3.9111 1.6313 -0.9958
C -2.4217 1.7753 -1.0289
O -1.7108 1.5517 -0.0077
O -1.8428 1.9817 -2.1566
H -6.7435 1.2523 -0.8021
H -8.0591 1.9549 0.0220
H -7.4013 0.4001 0.5157
H -7.7935 3.2236 2.0173
H -3.8985 4.2381 3.2809
H -2.9492 2.3521 1.9139
H -4.4001 2.5905 -1.0358
H -4.2503 1.1297 -1.8445

Values from the calculation:
Net charge: +1
Frontier orbital gap (eV): 6.89
Relative energy (zero: lowest compared OMol25 entry of this formula, charge and spin) (kcal/mol): 15.5

***

(2)
ORCA calculation (ωB97M-V/def2-TZVPD) on C41H38F3GeMnN4Si as an isolated structure.

Element x y z (Å)
Mn 1.4348 -0.8282 -0.2385
C 0.9115 -0.9399 4.0722
C 0.6879 -1.0719 2.7282
N 1.6564 -0.8104 1.8020
C 2.8762 -0.4497 2.2436
C 3.1998 -0.2809 3.6168
C 2.1706 -0.5284 4.5502
C 4.5169 0.1287 3.9513
C 5.4899 0.3599 2.9989
C 5.1932 0.1889 1.6365
C 6.1097 0.3936 0.5786
C 5.7183 0.1939 -0.7151
C 4.3883 -0.2139 -0.9793
N 3.5111 -0.4030 -0.0288
C 3.8821 -0.2155 1.2674
H 0.0993 -1.1464 4.7592
H -0.2647 -1.3726 2.3131
H 2.3587 -0.4079 5.6109
H 4.7522 0.2625 5.0030
H 6.4868 0.6737 3.2904
H 7.1222 0.7087 0.8122
H 6.4012 0.3422 -1.5417
H 4.0491 -0.3835 -1.9940
C 1.3415 -1.9812 -3.7379
C 1.4457 -0.5106 -3.4599
C 1.4945 0.4177 -4.4979
C 1.5074 1.7746 -4.1710
C 1.4700 2.1823 -2.8593
C 1.4329 1.1996 -1.8325
N 1.4399 -0.1257 -2.1898
N 1.3751 1.3595 -0.5235
Si 1.0095 2.7889 0.3362
C 0.8068 2.4062 2.1595
C -0.5821 3.6074 -0.3064
C 2.3936 4.0887 0.2151
H 2.3238 -2.4203 -3.9234
H 0.7156 -2.1494 -4.6165
H 0.9025 -2.4886 -2.8804
H 1.4842 0.0814 -5.5266
H 1.5331 2.5199 -4.9608
H 1.4571 3.2331 -2.5973
H 0.0647 1.6212 2.3226
H 0.4908 3.3001 2.7071
H 1.7464 2.0553 2.5931
H -1.1761 2.8908 -0.8799
H -0.3724 4.4628 -0.9552
H -1.2029 3.9658 0.5203
H 3.3241 3.6847 0.6223
H 2.1247 4.9754 0.8004
H 2.5869 4.4115 -0.8110
C -0.4026 -1.0779 -0.3145
Ge -2.2453 -0.9704 -0.1803
C -3.2053 -2.6482 -0.6605
C -4.5904 -2.7251 -0.7992
C -5.2158 -3.9159 -1.1454
C -4.4564 -5.0588 -1.3623
C -3.0749 -4.9989 -1.2323
C -2.4572 -3.8036 -0.8850
C -3.0400 -0.4469 1.5758
C -2.8334 0.8489 2.0536
C -3.2803 1.2407 3.3064
C -3.9510 0.3348 4.1196
C -4.1662 -0.9585 3.6648
C -3.7145 -1.3397 2.4068
C -2.9555 0.4293 -1.4157
C -4.1566 1.1139 -1.2522
C -4.5367 2.1265 -2.1257
C -3.7102 2.4765 -3.1845
C -2.5019 1.8113 -3.3595
C -2.1326 0.8031 -2.4808
H -5.1955 -1.8373 -0.6361
H -6.2955 -3.9533 -1.2486
H -4.9399 -5.9911 -1.6341
H -2.4731 -5.8846 -1.4041
H -1.3756 -3.7495 -0.7902
H -2.2989 1.5646 1.4350
H -3.0929 2.2507 3.6540
H -4.2936 0.6327 5.1044
H -4.6814 -1.6773 4.2933
H -3.8864 -2.3573 2.0697
H -4.8036 0.8701 -0.4137
H -5.4739 2.6518 -1.9714
H -3.9972 3.2755 -3.8598
H -1.8333 2.0918 -4.1660
H -1.1685 0.3136 -2.5906
F 1.0567 -3.7940 -0.7911
C 1.9726 -2.8210 -0.4153
F 2.9851 -3.0084 -1.3691
F 2.5333 -3.3690 0.7203

Values from the calculation:
⟨S²⟩: 6.078
Net charge: -2
Frontier orbital gap (spin up / spin down) (eV): 4.06 / 5.63
2S+1: 5
Relative energy (zero: lowest compared OMol25 entry of this formula, charge and spin) (kcal/mol): 0.0

***

(3)
ORCA calculation (ωB97M-V/def2-TZVPD) on a 2-piece molecular cluster, C41H38F6N3O overall in a non-equilibrium geometry.

Element x y z (Å)
C -1.3075 -2.2459 0.9995
C -0.4855 -1.0089 1.3457
N -1.1099 -0.1620 2.3552
C -0.3530 0.9009 2.7971
C 0.9309 1.1162 2.3320
C -1.0085 1.7904 3.8039
C -2.1873 2.4949 3.4798
C -2.8662 3.2151 4.4610
C -2.3885 3.2195 5.7780
C -1.1824 2.5818 6.0867
C -0.4549 1.9354 5.0836
C -2.1828 -0.6480 3.2339
C -2.8596 -1.9152 2.7277
O -1.9184 -2.8227 2.1546
H -2.0633 -1.9651 0.2398
H -0.6511 -3.0422 0.6222
H 0.5123 -1.3417 1.6810
H -0.3520 -0.4227 0.4247
H 1.5404 1.8477 2.8558
H 1.2054 0.8169 1.3221
H -2.5622 2.4787 2.4511
H -3.7732 3.7613 4.1976
H -2.9531 3.7302 6.5586
H -0.7991 2.5858 7.1096
H 0.5312 1.5079 5.2860
H -1.7916 -0.8553 4.2507
H -2.9548 0.1264 3.3430
H -3.2913 -2.4646 3.5756
H -3.6466 -1.6290 2.0028
F 7.8754 5.2763 -0.9880
C 7.3624 4.0254 -1.1248
F 6.1082 4.0220 -0.5626
F 7.1775 3.7873 -2.4714
C 8.2123 2.9348 -0.5383
N 7.5127 1.6564 -0.7018
C 8.0782 0.7421 -1.6261
C 9.2234 0.0011 -1.2812
C 9.8624 -0.7646 -2.2518
C 9.4015 -0.7480 -3.5748
C 8.2559 -0.0201 -3.9133
C 7.5788 0.7031 -2.9361
C 6.4627 1.3161 0.1126
C 5.4862 0.4031 -0.3515
C 4.4329 0.0452 0.4623
C 4.3853 0.4610 1.8252
C 3.4097 -0.0874 2.7029
C 3.6113 -0.2354 4.1036
C 2.4900 -0.3811 4.9712
C 2.6451 -0.5029 6.3348
C 3.9403 -0.6325 6.8916
N 4.1249 -0.8054 8.2377
C 3.0916 -0.3997 9.1931
C 3.1779 1.0874 9.3772
F 2.2472 1.6111 10.2161
F 4.4251 1.4163 9.8651
F 3.0618 1.7341 8.1681
C 5.2501 -1.4884 8.7666
C 6.4590 -0.7990 8.9570
C 7.5060 -1.4115 9.6417
C 7.3685 -2.7259 10.0993
C 6.1880 -3.4380 9.8505
C 5.1152 -2.8128 9.2205
C 5.0641 -0.5991 6.0363
C 4.9092 -0.3385 4.6917
C 5.3408 1.4336 2.2525
C 6.3422 1.8649 1.4088
H 9.1331 2.8813 -1.1271
H 8.4085 3.1559 0.5162
H 9.5744 0.0406 -0.2470
H 10.7284 -1.3675 -1.9756
H 9.9331 -1.3100 -4.3447
H 7.8786 -0.0069 -4.9359
H 6.6728 1.2684 -3.1592
H 5.5664 0.0131 -1.3663
H 3.6475 -0.6136 0.0881
H 2.5758 -0.6281 2.2579
H 1.4900 -0.3671 4.5356
H 1.7691 -0.5480 6.9801
H 2.0901 -0.6573 8.8385
H 3.3260 -0.8710 10.1515
H 6.5426 0.2200 8.5750
H 8.4263 -0.8527 9.8126
H 8.1858 -3.1987 10.6482
H 6.0961 -4.4809 10.1575
H 4.1674 -3.3281 9.0446
H 6.0564 -0.7539 6.4570
H 5.7974 -0.2516 4.0689
H 5.2938 1.8400 3.2626
H 7.0717 2.5943 1.7526

Values from the calculation:
Net charge: +1
Frontier orbital gap (eV): 5.55
Relative energy (zero: lowest compared OMol25 entry of this formula, charge and spin) (kcal/mol): 19.0